A molecular structure, C5H9NO, computed with ωB97M-V with the def2-TZVPD basis set.

## Properties
* charge: 0
* energy relative to the best compared isomer or geometry (same formula, charge and spin): 138.7 kJ/mol
* HOMO: -0.3687 Eh
* HOMO-LUMO gap: 10.9 eV
* calculated total energy: -8867.77552 eV

Last column: natural (NBO) charge in e.
Atoms and positions in Å:
C 1.199 -0.309 0.951  -0.59
C 0.068 -0.158 -0.067  -0.16
C 0.546 -0.495 -1.481  -0.60
C -1.267 -0.749 0.431  -0.05
O -1.773 0.585 0.711  -0.51
C -0.659 1.154 0.145  0.58
N -0.370 2.358 -0.059  -0.70
H 0.883 0.013 1.949  0.22
H 1.519 -1.356 1.010  0.21
H 2.059 0.301 0.656  0.23
H 0.851 0.410 -2.017  0.23
H 1.416 -1.155 -1.419  0.21
H -0.214 -1.009 -2.080  0.21
H -1.223 -1.358 1.338  0.18
H -1.886 -1.237 -0.329  0.18
H -1.115 2.968 0.281  0.35

Force components x, y, z for each atom (eV/Å):
0.066 0.009 0.097
0.044 -0.097 -0.037
0.039 0.004 -0.052
-0.020 -0.379 0.028
-0.054 0.115 -0.026
0.235 0.424 -0.114
-0.200 -0.371 0.147
0.030 -0.041 -0.125
-0.043 0.146 -0.042
-0.133 -0.068 0.028
-0.048 -0.127 0.155
-0.080 0.018 -0.089
0.020 0.182 0.131
-0.021 0.105 -0.088
0.127 0.064 0.082
0.040 0.016 -0.096